No. 1
Molecular formula: C5H14O2
Method: DFT, wB97M-V/def2-TZVPD

```
21
Properties=species:S:1:pos:R:3
C 0.184 -0.818 2.523
C -0.663 -0.265 1.355
C 0.195 0.453 0.484
C -0.201 1.755 0.131
C 0.532 2.601 -0.825
H 0.863 -0.033 3.008
H 0.691 -1.804 2.215
H -0.362 -0.992 3.557
H -1.436 0.484 1.753
H -1.183 -1.258 0.937
H 1.017 -0.001 0.029
H -1.248 1.951 0.438
H 1.355 2.182 -1.305
H 1.101 3.468 -0.186
H 0.082 3.038 -1.693
H 2.910 -0.688 -1.811
H 2.571 -1.222 -3.005
O 3.306 -1.195 -2.484
H -3.390 -3.323 -1.783
H -2.774 -1.962 -1.830
O -3.549 -2.373 -1.507
```

SMILES: C/C=C/CC.O.O
HOMO: -0.328 hartree
E: -349.2798 Ha
relative energy (zero: lowest compared OMol25 entry of this formula, charge and spin): 60.2 kcal per mole
E_LUMO: 0.01510 hartree

natural (NBO) atomic charge list, values in e, 4 entries:
1 C -0.63
2 C -0.45
3 C -0.18
4 C -0.19



No. 2
Molecular formula: C25H46BrF3N2O6P
Method: DFT, wB97M-V/def2-TZVPD

```
84
Properties=species:S:1:pos:R:3
C -3.379 2.071 -0.460
C -2.841 0.643 0.209
C -3.573 0.534 1.701
Br -5.309 -0.426 1.490
C -2.588 -0.012 2.882
C -2.565 -1.357 3.810
C -3.631 -2.598 3.723
F -3.103 -3.679 4.630
F -5.001 -2.270 4.232
F -3.683 -3.233 2.356
N -1.408 -1.334 4.792
C -0.692 -0.034 4.494
P 0.829 0.305 5.597
C 0.205 -0.103 7.393
C 1.261 2.182 5.684
N -1.338 0.750 3.370
C -0.798 2.076 2.846
C 0.626 1.941 2.028
C 1.018 0.413 1.582
C 0.661 2.859 0.637
H -4.505 2.254 -0.150
H -3.261 2.086 -1.642
H -2.759 2.976 -0.012
H -1.684 0.806 0.392
H -3.067 -0.291 -0.462
H -3.844 1.662 1.983
H -1.212 -2.096 5.481
H 0.139 -1.253 7.605
H 0.873 0.432 8.220
H -0.883 0.367 7.529
H 1.984 2.511 4.817
H 0.269 2.805 5.702
H 1.871 2.368 6.693
H -1.584 2.498 2.055
H -0.672 2.845 3.735
H 1.507 2.353 2.695
H 1.640 -0.089 2.462
H 1.768 0.430 0.654
H 0.097 -0.225 1.240
H 0.148 3.883 0.892
H 1.808 3.109 0.432
H 0.134 2.334 -0.266
O -1.007 -0.356 -2.536
C -1.251 -1.422 -3.093
O -2.438 -2.039 -2.901
C -2.886 -3.197 -3.628
C -2.332 -4.468 -3.015
C -0.206 -2.101 -3.930
H -2.657 -3.105 -4.694
H -3.979 -3.208 -3.548
H -1.240 -4.493 -3.056
H -2.717 -5.348 -3.539
H -2.611 -4.535 -1.958
H 0.483 -2.640 -3.275
H 0.345 -1.335 -4.486
H -0.611 -2.784 -4.674
O 3.748 2.433 4.072
C 4.594 3.212 3.645
O 5.100 4.178 4.444
C 6.206 5.032 4.096
C 5.737 6.214 3.271
C 5.019 3.162 2.206
H 7.004 4.464 3.609
H 6.622 5.398 5.041
H 5.296 5.894 2.323
H 6.572 6.887 3.054
H 4.963 6.771 3.808
H 4.278 3.684 1.595
H 5.072 2.114 1.897
H 6.005 3.583 2.022
O -1.447 -4.555 -6.052
C -1.046 -4.366 -7.196
O 0.167 -3.808 -7.412
C 0.798 -3.694 -8.700
C 0.303 -2.466 -9.438
C -1.925 -4.671 -8.373
H 0.678 -4.614 -9.280
H 1.872 -3.588 -8.510
H -0.771 -2.518 -9.634
H 0.823 -2.355 -10.394
H 0.471 -1.566 -8.837
H -2.627 -3.846 -8.519
H -2.482 -5.589 -8.161
H -1.380 -4.853 -9.297
```

HOMO: -0.416 hartree
E: -4755.5559 Ha
E_LUMO: -0.12324 hartree
total charge: +1

Löwdin atomic charge list, values in e, 4 entries:
1 C -0.12
2 C -0.25
3 C -0.62
4 Br 0.73



No. 3
Molecular formula: C3H3N3O2
Method: DFT, wB97M-V/def2-TZVPD

```
11
Properties=species:S:1:pos:R:3
C -1.612 -0.396 0.003
C -0.340 0.105 -0.007
C 1.703 0.161 -0.030
H -3.499 -0.059 -0.020
H -1.766 -1.485 0.058
H 3.172 -1.007 -0.007
N 0.009 1.462 0.026
N 1.268 1.517 -0.009
N 0.737 -0.699 0.005
O -2.667 0.460 -0.018
O 2.996 -0.060 0.000
```

HOMO: -0.330 hartree
E: -430.8138 Ha
relative energy (zero: lowest compared OMol25 entry of this formula, charge and spin): 67.2 kcal per mole
E_LUMO: -0.02468 hartree

natural (NBO) atomic charge list, values in e, 4 entries:
1 C 0.27
2 C 0.08
3 C 0.58
4 H 0.49



No. 4
Molecular formula: C28H22FNO4S2
Method: DFT, wB97M-V/def2-TZVPD

```
58
Properties=species:S:1:pos:R:3
F 2.338 -0.039 3.391
C 1.039 -0.047 3.270
S 0.106 1.480 3.182
O 0.145 2.311 4.434
O 0.144 2.096 1.812
C -1.469 0.619 3.270
C -1.460 -0.750 3.269
C -2.641 -1.449 3.341
C -3.839 -0.768 3.415
C -3.847 0.612 3.413
C -2.656 1.306 3.340
S 0.128 -1.586 3.180
O 0.217 -2.196 1.810
O 0.174 -2.417 4.431
H -2.616 -2.527 3.343
H -4.769 -1.314 3.474
H -4.782 1.149 3.470
H -2.642 2.384 3.338
C -1.188 0.747 -4.341
N -0.026 -0.146 -4.224
C 0.473 -0.577 -5.538
C 0.870 -0.013 -3.125
C 0.765 -0.837 -1.985
C 1.672 -0.754 -0.967
C 2.741 0.169 -1.021
C 3.859 0.139 -0.095
C 4.758 1.243 0.140
C 5.999 0.748 0.599
C 7.065 1.615 0.833
C 6.871 2.969 0.664
C 5.628 3.470 0.272
C 4.577 2.627 -0.002
C 5.870 -0.685 0.742
C 4.552 -1.043 0.369
C 4.173 -2.393 0.414
C 5.086 -3.333 0.826
C 6.389 -2.972 1.174
C 6.789 -1.655 1.135
C 2.798 1.038 -2.134
C 1.903 0.943 -3.157
H -1.434 1.181 -3.373
H -0.971 1.560 -5.033
H -2.049 0.190 -4.704
H 1.406 -1.128 -5.430
H -0.257 -1.229 -6.014
H 0.654 0.282 -6.181
H -0.033 -1.559 -1.952
H 1.548 -1.374 -0.095
H 8.015 1.225 1.150
H 7.684 3.652 0.854
H 5.488 4.536 0.195
H 3.614 3.014 -0.284
H 3.179 -2.684 0.130
H 4.795 -4.370 0.872
H 7.091 -3.734 1.472
H 7.794 -1.369 1.392
H 3.609 1.742 -2.204
H 1.983 1.584 -4.017
```

HOMO: -0.217 hartree
E: -2331.9033 Ha
E_LUMO: -0.13004 hartree

natural (NBO) atomic charge list, values in e, 4 entries:
1 F -0.35
2 C -0.54
3 S 2.03
4 O -0.91



No. 5
Molecular formula: C11H15NO2S
Method: DFT, wB97M-V/def2-TZVPD

```
30
Properties=species:S:1:pos:R:3
C -0.097 -1.133 -0.520
C -1.945 -0.467 0.547
C 0.050 -0.434 1.566
C -1.198 -0.084 -0.777
C 0.727 -0.123 0.242
C -1.112 0.626 1.338
C -0.850 -1.531 0.799
C -0.387 0.844 0.019
C -0.039 -3.764 1.729
C 1.709 3.799 -2.793
C -1.176 -2.735 1.598
N 0.518 3.092 -0.360
O 0.194 1.636 -2.481
O 2.462 1.602 -1.506
S 1.188 2.398 -1.735
H 0.220 -1.718 -1.453
H -3.061 -0.449 0.485
H 0.645 -0.553 2.425
H -1.589 0.177 -1.815
H 1.792 -0.004 0.125
H -1.718 1.185 1.905
H -0.445 -4.581 2.276
H 0.794 -3.293 2.213
H 0.260 -4.126 0.756
H 1.508 3.643 -3.854
H 1.131 4.625 -2.444
H 2.730 4.013 -2.396
H -1.420 -2.407 2.611
H -2.038 -3.183 1.145
H 1.147 2.944 0.353
```

HOMO (alpha / beta): -0.323 / -0.323 hartree
E: -1031.2235 Ha
relative energy (zero: lowest compared OMol25 entry of this formula, charge and spin): 206.2 kcal per mole
E_LUMO (alpha / beta): -0.02189 / -0.02189 hartree

natural (NBO) atomic charge list, values in e, 4 entries:
1 C -0.20
2 C -0.21
3 C -0.19
4 C -0.31



No. 6
Molecular formula: C4H17N8O5Sn
Method: DFT, wB97M-V/def2-TZVPD

```
35
Properties=species:S:1:pos:R:3
Sn -1.784 -1.288 -0.853
O -3.248 -3.408 -1.910
H -4.150 -3.065 -1.855
C -2.805 2.288 0.958
O -2.361 1.301 0.373
N -4.131 2.441 1.137
N -2.043 3.371 1.291
H -4.411 3.328 1.522
H -4.800 1.891 0.632
H -1.061 3.227 1.110
H -2.189 4.074 1.994
C 2.127 -1.993 -1.703
O 1.016 -1.452 -1.700
N 3.145 -1.662 -0.881
N 2.407 -2.973 -2.585
H 2.944 -1.043 -0.113
H 4.014 -2.164 -0.876
H 3.137 -3.640 -2.398
H 1.705 -3.313 -3.221
C 0.495 -1.496 2.424
O -0.119 -1.019 1.469
N 0.932 -2.782 2.484
N 0.680 -0.806 3.581
H 1.396 -3.045 3.332
H 0.693 -3.402 1.734
H 1.274 -1.271 4.241
H 0.271 0.107 3.650
C 0.473 1.867 -1.681
O -0.429 1.079 -1.941
N 1.763 1.497 -1.429
N 0.271 3.204 -1.801
H 2.442 2.202 -1.654
H 1.889 0.508 -1.583
H -0.621 3.638 -1.946
H 1.081 3.798 -1.804
```

HOMO: -0.403 hartree
E: -1191.0439 Ha
relative energy (zero: lowest compared OMol25 entry of this formula, charge and spin): 0.0 kcal per mole
E_LUMO: -0.13578 hartree
total charge: +1

natural (NBO) atomic charge list, values in e, 4 entries:
1 Sn 1.66
2 O -1.20
3 H 0.43
4 C 0.79



No. 7
Molecular formula: C3H6BrP
Method: DFT, wB97M-V/def2-TZVPD

```
11
Properties=species:S:1:pos:R:3
C 0.178 -0.665 -0.187
C 0.335 -0.307 1.271
C 0.482 0.438 -1.124
P -0.399 -2.142 -0.834
Br -3.220 0.750 0.214
H 1.515 -0.143 1.401
H -0.216 0.591 1.324
H -0.148 -0.949 1.965
H 0.181 0.277 -2.051
H 1.453 0.790 -0.929
H -0.161 1.360 -1.050
```

HOMO (alpha / beta): -0.328 / -0.301 hartree
E: -3033.1269 Ha
relative energy (zero: lowest compared OMol25 entry of this formula, charge and spin): 68.8 kcal per mole
E_LUMO (alpha / beta): -0.02784 / -0.13253 hartree

natural (NBO) atomic charge list, values in e, 4 entries:
1 C -0.37
2 C -0.66
3 C -0.68
4 P 0.39



No. 8
Molecular formula: C14H23F3HfNO3PS
Method: DFT, wB97M-V/def2-TZVPD

```
47
Properties=species:S:1:pos:R:3
C -0.653 1.997 -3.282
C 0.652 1.846 -2.842
C 0.940 1.012 -1.761
C -0.147 0.348 -1.144
C -1.470 0.494 -1.595
C -1.720 1.332 -2.684
C 2.343 0.906 -1.204
C 2.402 0.796 0.345
N 2.550 2.106 0.985
Hf 0.290 -1.323 0.286
C -2.590 -0.151 -0.787
P -2.030 -0.142 0.987
H 1.503 2.384 -3.263
H -2.755 1.466 -2.981
H -0.845 2.653 -4.111
H -2.760 -1.213 -1.057
H -3.543 0.390 -0.916
H 2.878 0.024 -1.593
H 2.903 1.791 -1.549
H 1.502 0.265 0.805
C -3.349 -0.976 1.975
C -2.179 1.644 1.433
H 3.331 0.240 0.616
C 1.373 2.938 0.957
C 3.155 2.035 2.295
H -0.011 -2.498 1.815
H 1.596 3.920 1.405
H 1.010 3.092 -0.071
H 0.537 2.502 1.546
H 3.343 3.047 2.695
H 2.509 1.500 3.027
H 4.113 1.495 2.237
H -3.216 2.000 1.339
H -1.830 1.784 2.464
H -1.538 2.240 0.772
H -4.321 -0.489 1.804
H -3.366 -2.029 1.665
H -3.055 -0.910 3.032
H 0.445 -1.937 2.163
F 0.546 -6.046 0.456
C 0.346 -5.693 -0.858
F 1.374 -6.140 -1.631
F -0.863 -6.125 -1.341
S 0.226 -3.569 -0.843
O -0.899 -3.850 0.073
O 1.568 -3.055 -0.222
O -0.292 -2.102 -1.442
```

HOMO (alpha / beta): -0.545 / -0.545 hartree
E: -1914.1139 Ha
relative energy (zero: lowest compared OMol25 entry of this formula, charge and spin): 64.0 kcal per mole
E_LUMO (alpha / beta): -0.37053 / -0.37050 hartree
total charge: +2

natural (NBO) atomic charge list, values in e, 4 entries:
1 C -0.16
2 C -0.14
3 C -0.04
4 C -0.51